Entry from the OMol25 dataset: 10 unconnected molecules or ions with the total composition H20O10 at a distorted geometry (ωB97M-V/def2-TZVPD).

Output
energy	-20798.721	eV
HOMO	-10.04	eV
relative energy (zero: lowest compared OMol25 entry of this formula, charge and spin)	3.8921	eV
F_max	0.057	hartree/bohr
gap between HOMO and LUMO	9.4	eV
LUMO	-0.7	eV
SMILES	O.O.O.O.O.O.O.O.O.O

Geometry as XYZ:
```
30
Properties=species:S:1:pos:R:3:forces:R:3:nbo_charge:R:1
O -16.708406 -1.953867 4.495465 0.199 -0.500 -0.074 -0.9801
H -16.307365 -1.154007 4.874483 0.046 0.271 -0.323 0.4829
H -17.434762 -2.069559 5.099962 -0.596 -0.320 0.178 0.4547
O -13.886818 -1.845903 2.547736 -0.707 -0.038 -2.154 -0.9448
H -13.194479 -2.470327 2.383447 0.519 -0.492 -0.199 0.4590
H -13.771111 -1.558730 3.421717 0.151 0.490 1.956 0.4739
O -14.010277 2.062067 8.400724 -0.854 0.689 -1.881 -0.9473
H -13.659298 2.049648 9.255081 0.953 -0.001 1.980 0.4530
H -13.785493 1.225675 7.982029 0.011 0.164 0.048 0.4765
O -16.102606 -2.401247 7.754102 -0.393 -1.265 -0.233 -0.9567
H -15.790843 -2.964541 7.030455 -0.458 0.010 0.057 0.4688
H -15.454165 -1.712721 7.750666 0.335 0.997 -0.121 0.4665
O -13.404040 -1.172796 5.172251 1.272 -0.964 0.616 -0.9516
H -12.999727 -0.348545 5.469505 0.533 -0.208 0.088 0.4885
H -12.887653 -1.914997 5.572691 -0.596 0.975 -0.458 0.5024
O -14.476960 1.857172 3.617313 0.236 0.324 -0.018 -0.9539
H -14.922412 1.218160 3.070420 -0.306 -0.487 -0.731 0.4933
H -13.556836 1.591450 3.593411 0.263 0.122 -0.076 0.4854
O -15.605515 0.209324 5.452455 0.917 -1.965 1.953 -0.9546
H -14.698585 -0.185096 5.500746 -1.797 0.137 0.336 0.4692
H -15.457556 0.916163 4.882864 -0.028 2.293 -1.326 0.4809
O -18.525078 0.621436 5.640250 -0.040 1.137 -0.955 -0.9518
H -19.161986 -0.060935 5.775576 -0.307 -0.733 0.494 0.4651
H -17.811318 0.577438 6.267110 0.309 -0.354 0.428 0.4877
O -16.114775 3.384180 5.295694 0.362 -1.546 -0.024 -0.9428
H -15.754797 3.010227 4.475318 -0.011 0.256 0.427 0.4752
H -16.292447 4.276140 5.087934 -0.393 1.571 -0.264 0.4608
O -14.180504 -0.472090 7.990475 0.678 -0.799 -0.499 -0.9394
H -14.557088 -0.294844 8.845398 -0.492 0.352 0.721 0.4996
H -13.572510 -1.198781 8.155787 0.195 -0.116 0.055 0.4796
```
Positions in Å, forces in eV/Å.

***

Entry from the OMol25 dataset: 10 unconnected molecules or ions with the total composition H21O10 at a distorted geometry (ωB97M-V/def2-TZVPD).

Output
energy	-20805.945	eV
HOMO	-13.32	eV
charge	+1
relative energy (zero: lowest compared OMol25 entry of this formula, charge and spin)	4.8830	eV
F_max	0.291	hartree/bohr
gap between HOMO and LUMO	10.0	eV
LUMO	-3.3	eV

Geometry as XYZ:
```
31
Properties=species:S:1:pos:R:3:forces:R:3:nbo_charge:R:1
O 44.277000 17.961000 0.390000 -6.575 12.582 -0.300 -0.7601
H 44.607000 17.228000 0.488000 5.758 -13.789 0.933 0.5044
H 44.752000 18.451000 1.145000 -0.834 0.791 -0.247 0.5793
H 43.214000 17.874000 0.479000 1.993 0.709 0.770 0.5646
O 41.668000 17.403000 0.677000 3.569 2.722 1.505 -0.9498
H 40.857000 17.239000 1.028000 -3.490 -0.464 2.085 0.4968
H 41.711000 16.948000 -0.110000 0.334 -2.130 -2.423 0.4778
O 46.834000 16.192000 1.081000 -2.607 -4.077 1.197 -0.9241
H 47.210000 16.631000 1.820000 0.857 0.926 1.105 0.4785
H 46.382000 15.340000 1.594000 1.899 3.327 -2.119 0.4476
O 45.886000 20.095000 -1.408000 -1.655 -0.781 0.586 -0.9528
H 45.038000 19.572000 -1.409000 0.815 0.945 0.122 0.4865
H 46.339000 19.647000 -2.108000 0.825 -0.172 -0.684 0.4610
O 42.454000 20.325000 0.940000 3.711 0.612 0.833 -0.9313
H 41.720000 20.144000 0.449000 -3.173 -0.656 -2.012 0.4657
H 42.217000 20.269000 1.846000 -0.447 0.040 1.207 0.4701
O 44.737000 15.205000 -0.492000 -0.102 -1.677 5.650 -0.9823
H 44.677000 15.486000 -1.337000 0.745 0.805 -4.343 0.4824
H 45.501000 14.652000 -0.201000 -0.847 0.980 -1.579 0.5038
O 44.168000 16.380000 3.052000 8.951 -0.190 -0.496 -0.9427
H 43.324000 16.182000 3.066000 -6.504 -2.218 0.164 0.4666
H 44.778000 15.538000 3.004000 -2.576 2.463 0.343 0.4774
O 45.676000 19.424000 2.366000 -0.788 -1.364 -5.286 -0.9333
H 45.687000 19.530000 3.236000 -0.757 0.164 6.249 0.4770
H 46.438000 19.921000 2.152000 1.320 0.903 -1.386 0.4923
O 43.393000 18.598000 -2.167000 -1.927 -2.116 3.449 -0.9889
H 43.310000 18.598000 -3.099000 -0.504 -0.195 -1.446 0.4847
H 42.686000 17.912000 -1.732000 2.520 2.412 -2.461 0.4880
O 41.741000 16.334000 -1.508000 -4.250 1.316 -0.029 -0.9714
H 41.798000 15.672000 -2.184000 0.095 -0.748 -0.636 0.5221
H 40.694000 16.591000 -1.457000 3.643 -1.121 -0.747 0.5101
```
Positions in Å, forces in eV/Å.

***

Entry from the OMol25 dataset: 11 unconnected molecules or ions with the total composition H21O11 at a distorted geometry (ωB97M-V/def2-TZVPD).

Output
energy	-22865.648	eV
HOMO	-6.59	eV
charge	-1
relative energy (zero: lowest compared OMol25 entry of this formula, charge and spin)	1.2860	eV
F_max	0.074	hartree/bohr
gap between HOMO and LUMO	9.6	eV
LUMO	3.0	eV

Geometry as XYZ:
```
32
Properties=species:S:1:pos:R:3:forces:R:3:nbo_charge:R:1
O -0.310312 0.304781 -0.312938 1.090 -0.769 1.891 -1.2771
H 0.305688 -0.353219 0.080062 -0.007 0.607 -0.707 0.4941
O 0.814688 2.357781 1.223063 1.822 -0.777 -2.495 -0.9662
H 0.306688 2.431781 1.967062 -1.866 0.584 3.266 0.4489
H 0.404688 1.569781 0.796063 0.006 0.337 -0.614 0.4967
O -0.510312 -0.131219 2.710063 -0.665 0.749 2.702 -0.9520
H -0.354312 -0.219219 1.797062 -0.010 -0.053 -1.963 0.4829
H -1.101312 0.632781 2.844062 0.359 -0.634 -0.435 0.4606
O 2.184688 0.510781 -1.747938 0.817 -1.012 -0.635 -0.9807
H 1.374688 0.741781 -1.301938 -0.560 0.556 0.231 0.5072
H 2.735688 1.253781 -1.953937 -0.162 0.706 0.129 0.4746
O -0.527312 2.623781 -1.288938 -0.185 -0.041 -0.599 -0.9902
H -0.410312 1.684781 -0.971938 0.050 1.057 -0.271 0.4894
H -0.902312 3.095781 -0.546938 0.148 0.089 0.256 0.4491
O -0.990312 -0.171219 -2.695938 -0.179 -1.128 -1.353 -0.9784
H -0.758312 -0.018219 -1.774938 0.220 0.463 0.453 0.4776
H -0.811312 -1.126219 -2.724938 -0.196 0.360 -0.394 0.4515
O -2.943312 1.032781 -0.209937 -1.556 0.513 0.465 -0.9833
H -3.075312 1.797781 -0.776938 0.206 -0.140 -0.112 0.4713
H -2.006312 0.871781 -0.198938 0.926 -0.118 -0.136 0.4919
O 2.153688 -0.212219 1.207063 0.201 0.492 -0.654 -0.9728
H 2.097688 -0.833219 1.917062 -0.276 -0.565 0.810 0.4760
H 1.808688 0.633781 1.538062 0.287 -0.107 0.059 0.4913
O 2.318688 -2.155219 -1.433938 -0.504 -3.596 -0.670 -0.9685
H 2.552688 -2.082219 -0.536938 0.315 0.290 1.726 0.4656
H 2.368688 -1.308219 -1.774938 0.108 3.082 -1.005 0.4899
O -1.985312 -1.638219 -0.147938 -0.943 -1.951 0.643 -0.9833
H -2.610312 -1.364219 0.531062 -0.137 -0.027 -0.145 0.4690
H -1.410312 -0.882219 -0.231937 0.694 1.087 -0.392 0.4872
O 0.106688 -2.841219 1.457063 -0.040 -0.175 -0.125 -0.9783
H -0.280312 -3.664219 1.769062 0.109 0.013 0.092 0.4572
H -0.546312 -2.543219 0.795063 -0.074 0.105 -0.018 0.4988
```
Positions in Å, forces in eV/Å.